157
Properties=species:S:1:pos:R:3 method="wB97M-V/def2-TZVPD" max_force_ev_per_a=5.68 energy_ev=-94489.4701
C -23.8281 14.3977 11.6236
C -24.3861 15.1621 10.4208
C -24.2897 16.7050 10.5453
O -25.3176 17.3444 11.2965
C -26.5902 17.3731 10.7001
N -23.5619 14.7358 9.2731
H -24.3151 14.7531 12.5337
H -22.7631 14.5800 11.7712
H -24.0080 13.3379 11.4462
H -25.4245 14.8843 10.2153
H -24.3380 17.1725 9.5572
H -23.2659 16.8288 10.9038
H -27.2950 17.7402 11.4453
H -26.8775 16.3299 10.5300
H -26.7015 17.9227 9.7630
H -23.4820 13.7261 9.3158
H -24.1755 14.9184 8.4770
C -31.8714 18.6785 8.6714
C -30.8632 19.7874 8.3596
C -29.5450 19.4550 9.0491
O -28.9397 20.6067 9.6752
C -28.5220 21.7413 8.9619
N -30.8103 20.0425 6.9051
H -31.9572 18.4877 9.7416
H -31.6643 17.7673 8.1097
H -32.8646 19.0238 8.3776
H -31.1865 20.7689 8.7149
H -28.8124 19.0562 8.3378
H -29.6302 18.6899 9.8180
H -27.9262 22.3322 9.6594
H -29.3329 22.3868 8.6136
H -27.8389 21.4884 8.1448
H -30.4567 19.1813 6.4685
H -30.0289 20.6754 6.7649
C -29.8490 24.1209 -1.0626
C -28.8113 23.9675 0.0712
C -29.6522 24.2908 1.3424
O -28.8652 24.0327 2.4780
C -29.6326 24.1561 3.6378
N -28.2326 22.6411 0.0224
H -30.8164 23.6582 -0.8541
H -29.5916 23.6623 -2.0172
H -29.9590 25.2048 -1.1301
H -27.9872 24.6448 -0.1551
H -30.5848 23.7164 1.3425
H -29.9970 25.3278 1.2487
H -29.0011 23.8617 4.4766
H -30.5732 23.5956 3.5875
H -30.0170 25.1565 3.8744
H -28.8725 21.8582 0.1369
H -27.7325 22.6057 0.9109
C -25.4477 18.8666 7.1814
C -26.1522 18.7500 5.7901
C -26.4751 20.0268 5.0102
O -27.7922 20.4238 5.3536
C -28.0659 21.6377 4.6872
N -25.4060 17.7590 5.0372
H -25.5947 17.8972 7.6540
H -26.1134 19.5941 7.6600
H -24.4426 19.2771 7.1159
H -27.0932 18.2193 5.9570
H -26.5446 19.6755 3.9719
H -25.7305 20.8241 5.0724
H -29.1119 21.9128 4.8006
H -27.6685 21.5916 3.6673
H -27.4377 22.3834 5.1931
H -24.9586 17.0306 5.5854
H -24.5730 18.1516 4.6022
C -31.0855 20.2213 4.2112
C -30.9668 20.7393 2.8110
C -30.4045 19.6462 1.9117
O -29.9444 20.0788 0.6317
C -30.9028 20.3689 -0.3816
N -32.2150 21.2855 2.2848
H -30.1596 19.7564 4.5514
H -31.8382 19.4413 4.3535
H -31.3841 21.0089 4.9064
H -30.1778 21.5030 2.8164
H -31.0428 18.7569 1.8669
H -29.5223 19.2311 2.4050
H -30.4003 20.4771 -1.3412
H -31.3642 21.3518 -0.2494
H -31.6908 19.6163 -0.3371
H -32.5839 22.0082 2.8888
H -32.1741 21.6441 1.3462
C -25.0066 19.9545 10.8553
O -24.5290 20.8890 10.2267
N -26.3443 19.7010 10.9084
N -24.3123 19.0862 11.6409
H -26.6432 19.0936 11.6488
H -26.9716 20.1109 10.2348
H -23.3179 19.2065 11.5334
H -24.8157 18.4832 12.2623
C -24.7944 23.1350 2.5472
O -24.4912 21.9480 2.7717
N -26.0604 23.4951 2.8369
N -24.0155 24.0909 1.9900
H -26.2592 24.4709 2.7047
H -26.6782 22.8276 3.2581
H -23.0239 23.9260 2.1769
H -24.4872 24.9488 1.7764
C -26.5743 14.8271 6.8402
O -25.3609 15.0696 6.9264
N -27.2302 13.8608 7.5194
N -27.3899 15.6024 6.1093
H -26.6727 13.0543 7.7438
H -28.2284 13.9296 7.4538
H -28.3900 15.5579 6.0084
H -26.9942 16.4170 5.6542
C -20.9371 22.7839 3.8309
O -21.2403 23.4826 2.8536
N -21.8075 22.0937 4.5974
N -19.6720 22.3853 4.0900
H -21.5288 21.5925 5.4226
H -22.7336 22.0871 4.1918
H -19.0015 22.6848 3.4000
H -19.4886 21.5935 4.7073
C -18.6138 19.3806 5.6579
O -19.4989 20.2381 5.7042
N -18.3890 18.5959 6.7203
N -17.8532 19.1397 4.5765
H -18.9339 18.7399 7.5510
H -17.7402 17.8300 6.6693
H -17.1219 18.4553 4.5211
H -18.2140 19.4895 3.7039
C -22.3749 15.8959 5.1232
O -21.4030 16.4869 4.6697
N -22.5194 15.5240 6.3962
N -23.5429 15.5799 4.4455
H -21.7788 15.6956 7.0516
H -23.3262 14.9726 6.6297
H -24.1904 14.9322 4.8521
H -23.5960 16.0050 3.5258
C -26.5752 16.0655 1.6359
O -27.7547 16.4282 1.7149
N -26.1402 15.0803 0.8002
N -25.5419 16.4766 2.4007
H -25.1559 14.9235 0.7267
H -26.8004 14.5442 0.2648
H -25.7143 17.1573 3.1335
H -24.6071 16.1902 2.1862
C -29.6459 17.4414 4.4200
O -30.1579 17.7849 5.4883
N -28.6438 18.0360 3.7512
N -30.0612 16.3236 3.7477
H -28.4450 17.6931 2.8166
H -28.2561 18.8878 4.1470
H -29.6584 16.1217 2.8472
H -30.6598 15.6791 4.2318
C -23.5060 18.5704 2.3287
O -23.3755 17.3647 2.0851
N -22.7736 19.2340 3.2641
N -24.5239 19.2764 1.8258
H -22.7503 20.2346 3.1330
H -22.0394 18.7096 3.7143
H -25.1618 18.8294 1.1925
H -24.6933 20.2212 2.1496

=====

128
Properties=species:S:1:pos:R:3 method="wB97M-V/def2-TZVPD" max_force_ev_per_a=2.32 energy_ev=-83357.8512
C -5.2503 3.4521 -2.5300
O -4.8871 3.1229 -3.8575
C -3.5596 2.6438 -3.9630
C -3.4777 1.4888 -4.9640
C -4.5707 0.4361 -4.7529
C -4.0451 -0.9440 -4.3085
C -4.6147 -1.3820 -2.9409
C -3.7370 -0.7758 -1.8662
C -4.1486 -0.7747 -0.3847
C -3.4651 0.5077 0.1927
C -1.9796 0.7170 -0.0985
C -0.9831 -0.2674 0.5461
C -0.1864 -1.0563 -0.4943
O 0.0955 -2.3983 -0.0794
C 1.3987 -2.6469 0.2012
C 1.9762 -3.8560 -0.4717
O 2.0573 -1.9556 0.9824
C -3.6385 -1.9163 0.5197
O -2.8979 -2.8456 0.3006
O -4.2033 -1.6537 1.7459
C -5.3838 -0.8452 1.5682
C -6.4953 -1.2512 2.5227
C -6.1504 -0.8047 3.9547
C -6.4441 0.6606 4.1818
F -6.6797 0.9051 5.5292
C -5.6303 -0.9437 0.0186
C -6.3061 -2.3494 -0.0515
C -6.3303 -3.2142 -1.2956
O -6.9607 -2.9534 -2.3053
N -5.6748 -4.5027 -1.1269
C -6.6635 -5.5579 -1.3062
C -4.5502 -4.6767 -2.0370
B -6.6741 0.2135 -0.3536
C -7.6924 0.1600 -1.5612
O -6.7244 1.3508 0.4397
H -4.4165 3.9175 -2.0108
H -6.0559 4.1748 -2.5864
H -5.6075 2.5792 -1.9821
H -3.1947 2.2732 -3.0056
H -2.9309 3.4515 -4.3347
H -3.4907 1.8920 -5.9715
H -2.4831 1.0696 -4.8333
H -5.0699 0.2960 -5.7057
H -5.3322 0.7917 -4.0675
H -2.9621 -0.9251 -4.2010
H -4.2457 -1.6925 -5.0676
H -5.6459 -1.0510 -2.9215
H -4.6248 -2.4622 -2.9485
H -3.6426 0.2702 -2.1439
H -2.7638 -1.2510 -1.9339
H -3.9919 1.3518 -0.2583
H -3.5700 0.6451 1.2600
H -1.7345 0.8330 -1.1508
H -1.7598 1.6947 0.3232
H -0.2409 0.3184 1.0794
H -1.4121 -0.9336 1.2841
H -0.6672 -1.0542 -1.4663
H 0.7629 -0.5484 -0.6371
H 1.3568 -4.7104 -0.2097
H 2.9710 -4.0131 -0.0876
H 1.9565 -3.7556 -1.5505
H -5.1459 0.1606 1.8868
H -6.6118 -2.3273 2.5673
H -7.4484 -0.8106 2.2419
H -5.1070 -1.0283 4.1434
H -6.7842 -1.3768 4.6242
H -5.6031 1.2871 3.9017
H -7.3366 0.9664 3.6427
H -5.9790 -3.0091 0.7387
H -7.3619 -2.1752 0.1529
H -7.0772 -5.5638 -2.3168
H -6.1924 -6.5190 -1.1343
H -7.4581 -5.4523 -0.5761
H -3.8048 -3.9172 -1.8324
H -4.8738 -4.5440 -3.0775
H -4.1362 -5.6705 -1.9390
H -8.5016 0.8690 -1.3891
H -8.1320 -0.8159 -1.7286
H -7.1791 0.5211 -2.4504
H -7.6379 1.5174 0.6749
C 3.5656 0.7449 0.3048
C 4.4600 1.6534 0.8627
C 5.4625 2.2081 0.0851
C 5.5896 1.8481 -1.2495
C 4.7050 0.9209 -1.8052
C 3.6907 0.3815 -1.0256
C 4.8427 0.4851 -3.2212
O 4.0709 -0.3153 -3.7088
C 5.9618 1.0541 -4.0250
C 6.1440 0.6241 -5.3329
C 7.1712 1.1503 -6.0969
C 8.0174 2.1150 -5.5603
C 7.8435 2.5440 -4.2560
C 6.8216 2.0109 -3.4812
C 6.6691 2.4624 -2.0687
O 7.4108 3.3022 -1.6000
H 2.7806 0.3131 0.9094
H 4.3761 1.9279 1.9049
H 6.1543 2.9207 0.5119
H 3.0064 -0.3299 -1.4660
H 5.4816 -0.1235 -5.7459
H 7.3141 0.8105 -7.1140
H 8.8157 2.5293 -6.1614
H 8.5002 3.2906 -3.8321
C 6.8493 0.3935 8.6791
C 5.7060 0.2888 7.8937
C 5.7666 0.5625 6.5384
C 6.9693 0.9518 5.9633
C 8.1128 1.0764 6.7557
C 8.0493 0.7867 8.1123
C 9.4051 1.5343 6.1700
O 10.3990 1.6371 6.8575
C 9.4384 1.8677 4.7184
C 10.6157 2.3461 4.1576
C 10.6658 2.6477 2.8072
C 9.5425 2.4643 2.0068
C 8.3666 1.9916 2.5622
C 8.3060 1.7012 3.9187
C 7.0203 1.2263 4.5006
O 6.0400 1.0733 3.8011
H 6.8011 0.1713 9.7367
H 4.7672 -0.0087 8.3413
H 4.8828 0.4775 5.9219
H 8.9399 0.8743 8.7186
H 11.4872 2.4827 4.7822
H 11.5824 3.0247 2.3739
H 9.5837 2.6937 0.9500
H 7.4908 1.8476 1.9470

=====

15
Properties=species:S:1:pos:R:3 method="wB97M-V/def2-TZVPD" max_force_ev_per_a=8.06 energy_ev=-16613.9766
C 0.5039 -0.9705 0.8158
C 0.2375 0.3356 0.2365
C -1.1459 0.4975 -0.0217
C -1.1879 0.7682 -1.4655
H 2.2234 -1.8909 0.2469
H 2.3030 0.0327 1.2309
H 0.1934 -1.7619 -0.0071
H -0.3844 -0.8579 1.6270
H 0.6576 1.2142 0.9324
H -1.1581 1.6011 0.3798
H -1.8044 -0.0377 0.4912
H -1.4914 -0.0491 -2.1468
H -1.4813 1.5764 -2.1233
N 1.8139 -1.2299 1.2141
S 0.7208 0.7720 -1.4101

=====

43
Properties=species:S:1:pos:R:3 method="wB97M-V/def2-TZVPD" max_force_ev_per_a=1.34 energy_ev=-22560.5117 charge=+1
C 0.3725 -3.1371 4.1839
H -0.1737 -2.3702 4.7272
H -0.1375 -4.0861 4.3268
H 1.3689 -3.2177 4.6103
C 0.4526 -2.7871 2.7006
C 1.0851 -1.3958 2.5059
H 0.3126 -0.6247 2.5403
C 1.8990 -1.2893 1.2079
C 1.2728 -2.0934 0.0737
C 1.2209 -3.5859 0.4225
C 1.2651 -3.8307 1.9351
H 0.8814 -4.8284 2.1456
H 2.2947 -3.8002 2.2908
H 2.0637 -4.0943 -0.0444
H 0.3158 -4.0286 0.0037
H 1.8330 -1.9328 -0.8518
N -0.1068 -1.5615 -0.1643
H -0.0910 -0.5207 -0.1181
H -0.6955 -1.8881 0.6136
C -0.7493 -1.8828 -1.4597
H -0.0029 -1.7659 -2.2478
H -1.1030 -2.9139 -1.4606
C -1.9012 -0.8998 -1.6961
C -1.3708 0.5115 -1.6742
C -0.8892 1.0974 -2.8332
C -0.3301 2.3739 -2.8399
C -0.2582 3.0360 -1.6377
C -0.7368 2.4530 -0.4578
C -1.2878 1.1937 -0.4466
H -1.7264 0.8053 0.4606
O -0.5429 3.3050 0.5819
C 0.0231 4.4793 0.0232
O 0.2337 4.2686 -1.3584
H -0.6647 5.3255 0.1701
H 0.9813 4.6953 0.5166
H 0.0249 2.8292 -3.7478
H -0.9631 0.5601 -3.7656
H -2.6687 -1.0319 -0.9317
H -2.3512 -1.1188 -2.6630
H 2.9035 -1.6790 1.3687
H 2.0058 -0.2420 0.9182
H 1.7557 -1.1956 3.3413
H -0.5780 -2.7951 2.3133